The following is a quantum chemistry calculation of a molecular structure, C33H36IrN3O2Te, from OMol25.

The total charge is +2. As for the LUMO energy: -0.2480 hartree. The orbital gap comes out at 6.9 eV.

Geometry as XYZ:
```
76
Properties=species:S:1:pos:R:3:forces:R:3
Ir 1.374 -1.125 -0.598 0.1 0.1 0.0
Te 2.696 -4.720 -0.383 0.0 0.0 0.1
O -0.239 -0.046 -0.718 0.1 0.0 0.0
O -0.608 2.274 -2.204 0.0 0.0 0.0
N 2.437 0.613 -0.157 0.0 -0.1 0.0
N 1.340 -0.942 -2.728 0.0 0.0 -0.1
N 1.280 -1.338 1.377 0.0 -0.1 0.0
C -1.612 2.417 2.349 0.0 0.0 0.0
C -1.860 2.661 0.997 0.0 0.0 0.0
C -1.356 1.850 -0.004 0.0 0.0 0.0
C 3.438 1.742 -2.136 0.0 0.0 0.0
C -0.575 -2.078 5.481 0.0 0.0 0.0
C -0.298 -3.782 -3.407 0.1 0.0 0.0
C -5.332 2.353 -1.703 0.0 0.0 0.0
C -1.058 -2.675 -1.426 -0.1 0.0 0.0
C -4.363 3.553 -3.557 0.0 0.0 0.0
C 1.536 -0.964 5.793 0.0 0.0 0.0
C -2.939 2.527 -1.911 0.0 0.0 0.0
C 0.840 -4.241 -2.742 -0.1 0.0 -0.1
C -1.566 2.214 -1.454 0.0 0.0 0.0
C 2.162 -2.437 1.775 0.1 0.0 0.0
C -4.063 2.076 -1.220 0.0 0.0 0.0
C -2.162 3.313 3.424 0.0 0.0 0.0
C -0.846 1.313 2.661 0.0 0.0 0.0
C 1.999 0.155 -3.508 0.0 0.0 0.0
C 3.038 -2.813 0.549 -0.1 0.1 0.0
C -0.587 0.721 0.321 0.0 0.0 0.0
C -5.480 3.096 -2.866 0.0 0.0 0.0
C 0.507 -1.011 3.622 0.0 0.0 0.0
C 1.023 -3.945 -1.400 0.0 0.0 0.0
C 3.397 0.477 -2.995 0.0 0.0 0.0
C -0.566 -1.730 4.138 0.0 0.0 0.0
C 0.517 -0.664 2.174 -0.1 0.0 0.0
C 1.558 -0.626 4.448 0.0 0.0 0.0
C -1.237 -2.982 -2.762 0.0 0.0 0.1
C 2.368 1.807 -1.063 0.0 0.0 0.0
C 0.472 -1.695 6.307 0.0 0.0 0.0
C 0.071 -3.144 -0.723 0.0 0.0 0.0
C -0.313 0.444 1.687 0.0 0.0 0.0
C -3.096 3.262 -3.088 0.0 0.0 0.0
H 1.635 -1.831 -3.126 0.0 0.0 0.0
H 2.085 0.897 0.757 0.0 0.0 0.0
H 2.383 -0.043 4.052 0.0 0.0 0.0
H -1.795 -2.086 -0.899 0.0 0.0 0.0
H -6.204 1.996 -1.173 0.0 0.0 0.0
H 0.014 -3.181 0.358 0.0 0.0 0.0
H 1.358 1.855 -1.470 0.0 0.0 0.0
H 1.562 -4.845 -3.276 0.0 0.0 0.0
H -2.114 -2.632 -3.289 0.0 0.0 0.0
H 1.343 1.022 -3.449 0.0 0.0 0.0
H -4.486 4.137 -4.459 0.0 0.0 0.0
H 2.345 -0.654 6.440 0.0 0.0 0.0
H 2.028 -0.158 -4.551 0.0 0.0 0.0
H -2.457 3.522 0.714 0.0 0.0 0.0
H -2.650 4.186 2.997 0.0 0.0 0.0
H -2.895 2.784 4.034 0.0 0.0 0.0
H -0.639 1.105 3.703 0.0 0.0 0.0
H -1.371 3.661 4.089 0.0 0.0 0.0
H 4.097 -2.781 0.810 0.0 0.0 0.0
H -1.395 -2.007 3.498 0.0 0.0 0.0
H 3.066 -2.073 -0.322 0.0 0.1 0.1
H 0.457 -1.959 7.355 0.0 0.0 0.0
H 0.343 -0.880 -2.932 0.0 0.0 0.0
H 2.517 2.694 -0.446 0.0 0.0 0.0
H -3.951 1.496 -0.312 0.0 0.0 0.0
H 4.076 0.609 -3.837 0.0 0.0 0.0
H 1.577 -3.300 2.098 0.0 0.0 0.0
H 3.419 0.382 -0.011 0.0 0.0 0.0
H -0.445 -4.052 -4.446 0.0 0.0 0.0
H 2.781 -2.143 2.622 0.0 0.0 0.0
H -2.215 3.607 -3.613 0.0 0.0 0.0
H 3.786 -0.388 -2.445 0.0 0.0 0.0
H 4.428 1.853 -1.686 0.0 0.0 0.0
H -6.471 3.324 -3.236 0.0 0.0 0.0
H -1.407 -2.639 5.884 0.0 0.0 0.0
H 3.299 2.614 -2.778 0.0 0.0 0.0
```
Positions in Å, forces in eV/Å.

Atomic partial charges in e from the Löwdin method, atoms 1 to 5: 1.308, 1.403, -0.222, 0.079, -0.034

***

The following is a quantum chemistry calculation of a single C3H11N3O molecule in a non-equilibrium geometry, from OMol25.

As for the LUMO energy: 0.0335 hartree. Its SMILES is C[C@](N)(O)C(N)N. The orbital gap comes out at 10.1 eV.

Geometry as XYZ:
```
18
Properties=species:S:1:pos:R:3:forces:R:3
O 1.533 -0.634 -1.111 -0.8 1.9 0.8
N 1.004 -0.630 1.375 -0.1 -0.1 0.1
N -1.632 -0.873 0.747 0.1 -0.1 0.1
N -1.368 0.160 -1.422 0.2 0.0 0.2
C 0.818 1.483 0.139 0.4 -0.4 -0.5
C -0.718 -0.557 -0.336 0.2 -1.5 -0.6
C 0.597 -0.009 0.207 2.0 -0.8 -1.9
H 1.766 -0.196 1.876 -0.4 -0.1 0.1
H 0.098 1.993 0.782 0.0 0.0 0.0
H -0.257 -1.476 -0.808 -1.5 0.6 0.7
H -2.173 -0.049 0.990 -0.1 -0.1 0.0
H 0.726 1.819 -0.890 -0.1 0.1 0.0
H -0.787 0.142 -2.252 0.1 0.1 0.0
H -2.267 -1.604 0.451 -0.1 0.2 0.0
H -1.558 1.127 -1.182 0.0 0.0 0.0
H 0.247 -1.060 1.896 0.3 0.1 0.0
H 2.137 -1.358 -0.912 -0.2 0.1 0.9
H 1.834 1.723 0.450 0.0 0.0 0.2
```
Positions in Å, forces in eV/Å.

Atomic partial charges in e from the Löwdin method, atoms 1 to 5: -0.172, 0.101, 0.049, 0.059, -0.033

***

The following is a quantum chemistry calculation of a single C6H9N molecule, from OMol25.

As for the LUMO energy: 0.0382 hartree. Its SMILES is CC#CC[C@H]1CN1. The orbital gap comes out at 10.5 eV.

Geometry as XYZ:
```
16
Properties=species:S:1:pos:R:3:forces:R:3
N 2.001 -1.206 -1.687 0.3 0.0 -0.1
C -0.180 0.937 0.469 -0.4 0.1 0.2
C 1.042 0.762 -0.332 0.0 0.1 -0.1
C -2.429 1.187 1.891 -0.1 0.0 0.0
C 0.580 -1.497 -1.512 -0.2 -0.1 0.0
C 1.330 -0.719 -0.494 -0.1 0.0 0.1
C -1.195 1.031 1.116 0.5 0.0 -0.3
H 2.618 -1.994 -1.515 -0.2 0.1 0.2
H -2.590 2.238 2.153 0.0 -0.1 0.0
H 1.582 -1.213 0.449 -0.3 0.0 -0.3
H 0.902 1.187 -1.332 0.0 0.0 0.1
H -3.301 0.848 1.321 0.2 0.0 0.1
H -0.020 -1.011 -2.282 -0.1 0.1 0.5
H -2.394 0.612 2.822 0.0 0.1 -0.2
H 1.873 1.302 0.140 -0.1 -0.2 -0.1
H 0.181 -2.462 -1.206 0.5 -0.1 -0.2
```
Positions in Å, forces in eV/Å.

Atomic partial charges in e from the Löwdin method, atoms 1 to 5: 0.011, -0.041, -0.172, -0.114, -0.152

***

The following is a quantum chemistry calculation of a molecular structure, C4H4IN in a non-equilibrium geometry, from OMol25.

As for the LUMO energy (alpha / beta): -0.0453 / -0.0312 hartree. The orbital gap (alpha / beta) comes out at 7.6 / 6.9 eV.

Geometry as XYZ:
```
10
Properties=species:S:1:pos:R:3:forces:R:3
I -3.071 -0.066 0.002 1.1 -0.1 -0.3
N 0.275 2.265 0.046 -0.1 2.8 -0.2
C 0.789 1.416 0.799 2.6 -0.8 2.8
C -0.431 1.503 -0.755 -2.3 -2.9 -4.0
C 0.177 0.089 0.984 -1.7 -0.5 0.4
C -0.666 0.108 -0.341 -1.0 3.1 3.2
H -0.434 -0.506 -1.133 0.1 -2.2 -1.2
H -0.623 1.616 -1.854 0.2 1.0 1.2
H 0.842 -0.746 0.910 0.7 -0.3 0.3
H -0.274 0.086 2.070 0.3 -0.1 -2.3
```
Positions in Å, forces in eV/Å.

Atomic partial charges in e from the Löwdin method, atoms 1 to 5: 0.457, 0.068, -0.041, -0.237, -0.185

***

The following energy above the lowest of the compared OMol25 structures with the same formula, charge and spin values (in kcal/mol) correspond, in order, to the records above: 0.00 36.31 67.06 106.15.